1.
The following is a quantum chemistry calculation of a cluster of 2 separate species, C3H10Si in total in a non-equilibrium geometry, from the OMol25 dataset.

## Properties
Energy relative to the best compared isomer or geometry (same formula, charge and spin) = 4.2548 eV
Gap between HOMO and LUMO (spin up / spin down) = 8.73 / 7.42 eV
E_HOMO (spin up / spin down) = -9.1 / -7.4 eV
Energy = -11146.2013 eV

Last column: Löwdin charge in e.
Element x y z (Å)
1 H 3.04 0.69 -1.17  -0.03
2 H -2.49 2.06 -0.04  0.04
3 H -3.26 0.51 0.58  0.07
4 H -2.12 -0.60 -1.76  -0.10
5 C -2.21 1.05 0.44  -0.31
6 H 2.78 0.23 0.62  -0.06
7 H 0.12 -2.07 -0.61  0.00
8 H 3.87 1.36 0.31  -0.02
9 C -0.34 -1.42 0.10  -0.30
10 C 3.30 0.60 -0.18  0.11
11 H 0.59 -1.13 0.67  0.03
12 H -1.09 -1.88 0.71  0.00
13 Si -1.21 0.00 -0.81  0.65
14 H -1.74 1.05 1.32  -0.06

2.
The following is a quantum chemistry calculation of an isolated molecule of C3H10Si2 in a non-equilibrium geometry, from the OMol25 dataset.

## Properties
Energy relative to the best compared isomer or geometry (same formula, charge and spin) = 1.6607 eV
Gap between HOMO and LUMO = 10.27 eV
E_HOMO = -9.8 eV
SMILES = [SiH3][SiH2]C1CC1
Energy = -19025.0463 eV

Last column: Löwdin charge in e.
Element x y z (Å)
1 H -0.08 -0.84 3.56  -0.08
2 H 1.59 -0.79 0.96  -0.05
3 C -0.18 0.09 -1.02  -0.47
4 C 0.52 1.37 -1.41  -0.12
5 Si -0.98 -0.29 2.32  0.40
6 H 0.16 -2.49 -0.20  -0.02
7 H 1.18 1.72 -0.68  0.08
8 H 0.69 0.04 -3.04  0.05
9 H -1.11 0.07 -1.41  0.05
10 H 1.78 -0.34 -1.84  0.06
11 C 0.89 0.05 -2.07  -0.15
12 Si 0.14 -1.03 0.47  0.46
13 H -1.48 1.08 2.65  -0.13
14 H -2.26 -1.20 2.37  -0.12
15 H -0.03 2.04 -1.86  0.05

3.
The following is a quantum chemistry calculation of an isolated molecule of C3H11BFNOSi in a non-equilibrium geometry, from the OMol25 dataset.

## Properties
Gap between HOMO and LUMO = 10.21 eV
E_HOMO = -9.9 eV
SMILES = NB(O)[SiH2]CCCF
Energy = -18099.9319 eV

Last column: Löwdin charge in e.
Element x y z (Å)
1 H 1.51 -0.36 1.76  0.05
2 H -0.64 -1.49 0.17  0.11
3 H -2.68 0.68 -0.40  0.11
4 C -0.85 1.25 0.59  -0.33
5 H 2.70 -1.63 -1.28  0.10
6 H 2.25 -1.69 1.14  0.08
7 H 1.32 2.57 -0.38  -0.05
8 B 1.98 -0.16 -0.23  -0.73
9 N 2.21 -0.68 1.10  0.14
10 H -1.23 -0.88 -1.41  0.11
11 H 0.21 1.28 -2.02  -0.04
12 H -2.47 -0.04 1.18  0.11
13 C -1.47 -1.04 -0.37  -0.24
14 H -1.29 2.23 0.54  0.06
15 Si 0.63 1.27 -0.60  0.72
16 F -2.51 -1.98 -0.36  -0.07
17 C -1.96 0.23 0.26  -0.24
18 H -0.48 1.11 1.60  0.06
19 O 2.75 -0.66 -1.27  0.05

4.
The following is a quantum chemistry calculation of a structure of composition C3H11BHgNO2P in a non-equilibrium geometry, from the OMol25 dataset.

## Properties
Gap between HOMO and LUMO = 4.39 eV
E_HOMO = -17.0 eV
Energy = -22994.4336 eV
Total charge = +2

Last column: Löwdin charge in e.
Element x y z (Å)
1 C 0.32 -0.62 0.75  -0.60
2 H 0.88 2.38 -0.09  0.14
3 Hg 1.19 -0.85 3.16  1.09
4 B -2.42 -0.24 -0.63  -0.74
5 O -2.56 -0.38 -1.96  0.20
6 P -1.03 -1.48 0.10  1.24
7 H 1.07 -1.39 1.10  0.01
8 H 2.69 -0.96 -0.69  0.11
9 H 3.01 -0.05 0.79  0.08
10 C 2.60 0.01 -0.22  -0.01
11 H 0.74 0.49 -1.16  0.15
12 C 1.16 0.45 -0.16  -0.42
13 H -1.77 -0.33 -2.50  0.13
14 H 3.17 0.76 -0.76  0.12
15 H -2.90 0.78 1.12  0.11
16 H -3.46 1.44 -0.26  0.14
17 N -3.18 0.57 0.18  0.25
18 H -0.02 0.02 1.60  0.00
19 O 1.01 1.65 0.51  0.01
20 H -0.47 -2.27 -0.89  0.03

> The highest energy belongs to which entry?

C3H10Si